The following is a DFT calculation (ωB97M-V/def2-TZVPD) of a single C25H24FN5O3 molecule at a distorted geometry.

The molecular weight comes out at 461.5 g/mol. Its energy relative to the best compared isomer or geometry (same formula, charge and spin) is 4.4 kcal per mole. For the maximum force, the calculation gives 0.0198 Eh/bohr. The value obtained for the orbital gap is 7.627 eV. The structure (SMILES) is [H]/N=c1\c(C(=O)NC[C@H]2CCCO2)cc2c(=O)n3cccc(C)c3nc2n1Cc1ccc(F)cc1.

XYZ file:
```
58
C25H24FN5O3, DFT ωB97M-V/def2-TZVPD
H -3.0577 -2.4902 -0.1912
N -2.3264 -2.0619 -0.7452
C -1.5596 -1.2766 -0.0914
C -1.6420 -0.9425 1.3261
C -2.6963 -1.6243 2.1467
O -2.4305 -2.4770 2.9680
N -3.9762 -1.2618 1.8825
C -4.4129 -0.1039 1.1480
C -4.9403 1.0165 2.0757
C -3.8635 1.5480 3.0239
C -3.1601 2.5911 2.1557
C -4.2781 3.0623 1.2132
O -5.3471 2.1290 1.3075
C -0.7443 -0.1140 1.9052
C 0.2750 0.4967 1.1259
C 1.1966 1.4162 1.7089
O 1.2091 1.8177 2.8550
N 2.1957 1.8959 0.7880
C 3.1377 2.7472 1.2781
C 4.1171 3.2455 0.4860
C 4.1583 2.8725 -0.8738
C 3.2234 2.0215 -1.3873
C 3.2136 1.5854 -2.8127
C 2.1986 1.5072 -0.5330
N 1.3060 0.6913 -1.0398
C 0.3627 0.1800 -0.2362
N -0.5258 -0.6694 -0.8003
C -0.3544 -1.0152 -2.2003
C 0.9270 -1.7644 -2.4405
C 1.3842 -2.6967 -1.5166
C 2.5631 -3.3866 -1.7308
C 3.2764 -3.1403 -2.8893
F 4.4331 -3.8038 -3.1049
C 2.8386 -2.2311 -3.8342
C 1.6609 -1.5443 -3.5989
H -4.6736 -1.7186 2.4564
H -5.2149 -0.3843 0.4577
H -3.5782 0.2808 0.5610
H -5.8251 0.6494 2.6077
H -4.3364 2.0244 3.8827
H -3.1970 0.7656 3.3778
H -2.3443 2.1350 1.5939
H -2.7510 3.4099 2.7424
H -4.6742 4.0402 1.5056
H -3.9386 3.1241 0.1728
H -0.7764 0.1138 2.9604
H 3.0269 2.9749 2.3284
H 4.8546 3.9164 0.8930
H 4.9386 3.2650 -1.5079
H 3.2672 0.4998 -2.8647
H 4.0462 2.0216 -3.3569
H 2.2775 1.8808 -3.2817
H -0.3648 -0.0991 -2.7950
H -1.2177 -1.6395 -2.4517
H 0.8132 -2.8894 -0.6209
H 2.9287 -4.1088 -1.0182
H 3.4166 -2.0679 -4.7302
H 1.3086 -0.8291 -4.3268
```

Here are the natural (NBO) charges for atoms 1 to 6, given in e:
1. H 0.361
2. N -0.737
3. C 0.430
4. C -0.233
5. C 0.662
6. O -0.594

The following is a DFT calculation (ωB97M-V/def2-TZVPD) of a molecular structure, C25H24HgNOPS at a distorted geometry.

The molecular weight comes out at 618.1 g/mol. For the maximum force, the calculation gives 0.0326 Eh/bohr. The value obtained for the orbital gap is 7.461 eV.

XYZ file:
```
54
C25H24HgNOPS, DFT ωB97M-V/def2-TZVPD
Hg 1.9930 0.2722 2.7522
C 3.6552 -1.0165 -1.0802
C 3.4414 -2.0867 -0.0159
C 4.5750 -3.1114 0.0206
C 2.0934 -2.8062 -0.1613
C 1.8864 -3.5731 -1.4932
O 0.6575 -3.0614 -2.0133
C 0.2277 -2.1178 -1.1359
N 0.9626 -1.9012 -0.1123
C -1.0899 -1.5425 -1.3375
C -1.9819 -2.1569 -2.2111
C -3.3113 -1.7749 -2.2355
C -3.7612 -0.8017 -1.3591
C -2.8672 -0.1401 -0.5356
C -1.5137 -0.4680 -0.5472
P -0.2756 0.5345 0.3687
C -1.3778 0.8965 1.7835
C -1.5299 -0.1644 2.6761
C -2.3659 -0.0414 3.7700
C -3.0426 1.1477 3.9940
C -2.8814 2.2099 3.1204
C -2.0537 2.0892 2.0139
C -0.3703 2.0781 -0.6316
C 0.8432 2.7523 -0.7545
C 0.9211 3.9585 -1.4310
C -0.2164 4.5065 -1.9998
C -1.4199 3.8257 -1.9162
C -1.4982 2.6147 -1.2507
H 4.5911 -0.4770 -0.8903
H 2.8202 -0.3008 -1.0478
H 3.7137 -1.4442 -2.0942
H 3.4100 -1.5769 0.9624
H 4.6510 -3.6663 -0.9265
H 4.4111 -3.8450 0.8290
H 5.5358 -2.6096 0.2021
H 1.9941 -3.4942 0.7022
H 1.7808 -4.6535 -1.3423
H 2.6786 -3.3843 -2.2276
H -1.6226 -2.9563 -2.8569
H -4.0048 -2.2599 -2.9215
H -4.8210 -0.5522 -1.3134
H -3.2335 0.6245 0.1472
H -0.9977 -1.0974 2.4894
H -2.4941 -0.8814 4.4561
H -3.7069 1.2416 4.8549
H -3.4132 3.1443 3.3002
H -1.9431 2.9301 1.3255
H 1.7361 2.3167 -0.3037
H 1.8733 4.4760 -1.5096
H -0.1643 5.4626 -2.5222
H -2.3158 4.2465 -2.3713
H -2.4527 2.0846 -1.2198
S 0.8517 3.7281 2.4454
C 1.4229 2.8225 3.5552
```

Here are the natural (NBO) charges for atoms 1 to 6, given in e:
1. Hg 0.112
2. C -0.619
3. C -0.225
4. C -0.608
5. C -0.089
6. C -0.098

The following is a DFT calculation (ωB97M-V/def2-TZVPD) of 2 unconnected molecules or ions with the total composition C25H24N2O4 at a distorted geometry.

The molecular weight comes out at 416.5 g/mol. Its energy relative to the best compared isomer or geometry (same formula, charge and spin) is 172.5 kcal per mole. For the maximum force, the calculation gives 0.0324 Eh/bohr. The value obtained for the orbital gap is 4.278 eV.

XYZ file:
```
55
C25H24N2O4, DFT ωB97M-V/def2-TZVPD
C 2.2024 3.4597 4.4396
C 0.8962 2.8975 3.9515
O 0.8518 3.0310 2.5017
C -0.2357 2.3808 2.0001
C -0.4263 2.7795 0.6218
N -1.4924 2.3258 -0.1086
O -1.5498 2.6037 -1.3533
O -2.3924 1.6298 0.4374
O -0.8821 1.5832 2.6708
H 2.1844 3.5124 5.5262
H 3.0353 2.8162 4.1437
H 2.3824 4.4638 4.0462
H 0.8059 1.8388 4.2187
H 0.0479 3.4555 4.3736
H 0.2412 3.5084 0.1836
C -0.1199 0.3750 -6.2710
N -0.1788 -0.7910 -5.4166
C 0.1525 -2.0423 -6.0618
C -0.1249 -0.6798 -4.0327
C -1.2360 -0.1663 -3.3251
C -1.2975 -0.2950 -1.9532
C -0.1789 -0.7340 -1.2016
C -0.2398 -0.8333 0.2323
C 0.8792 -0.6879 1.1352
C 0.4619 -1.1078 2.4493
C 1.3724 -1.1939 3.4843
C 2.7051 -0.8250 3.2448
C 3.1067 -0.3760 1.9781
C 2.1939 -0.2807 0.9237
C -0.9404 -1.4802 2.3695
C -1.3734 -1.3030 1.0042
C -2.6578 -1.6976 0.6407
C -3.5113 -2.2283 1.6166
C -3.0891 -2.3662 2.9478
C -1.7854 -2.0130 3.3253
C 0.9825 -1.1124 -1.9184
C 0.9952 -1.1515 -3.3022
H -0.5108 1.2544 -5.7485
H 0.9137 0.5830 -6.5900
H -0.7101 0.1890 -7.1745
H -0.2585 -2.8812 -5.4881
H -0.2903 -2.0450 -7.0606
H 1.2365 -2.1768 -6.1593
H -2.0789 0.2416 -3.8906
H -2.2185 -0.0427 -1.4384
H 1.0226 -1.5532 4.4515
H 3.4296 -0.8922 4.0590
H 4.1518 -0.1020 1.8113
H 2.4800 0.1021 -0.0568
H -2.9796 -1.5843 -0.3908
H -4.5152 -2.5426 1.3328
H -3.7758 -2.7585 3.6989
H -1.4104 -2.1285 4.3412
H 1.8626 -1.4403 -1.3715
H 1.8664 -1.5189 -3.8479
```

Here are the natural (NBO) charges for atoms 1 to 6, given in e:
1. C -0.623
2. C -0.073
3. O -0.534
4. C 0.717
5. C -0.355
6. N 0.459

The following is a DFT calculation (ωB97M-V/def2-TZVPD) of a gas-phase ion, C25H24N3O (charge +1) at a distorted geometry.

The molecular weight comes out at 382.5 g/mol. Its energy relative to the best compared isomer or geometry (same formula, charge and spin) is 5.1 kcal per mole. For the maximum force, the calculation gives 0.0503 Eh/bohr. The value obtained for the orbital gap is 7.980 eV. The structure (SMILES) is COc1ccc2[nH]c[n+]([C@H](c3ccccc3)c3c(C)n(C)c4ccccc34)c2c1. The total charge is +1.

XYZ file:
```
53
C25H24N3O, DFT ωB97M-V/def2-TZVPD
C 3.9423 -0.0050 4.7637
O 4.7530 -0.3724 3.6359
C 4.2362 -0.4495 2.3839
C 5.1909 -0.6827 1.3437
C 4.7824 -0.7244 0.0093
C 3.4216 -0.5698 -0.2474
N 2.7020 -0.6081 -1.4493
C 1.3904 -0.4871 -1.1936
N 1.1895 -0.3117 0.0943
C -0.3433 -0.0609 0.4783
C -1.0198 -1.4361 0.6862
C -2.4243 -1.6225 0.6372
C -2.9605 -2.8903 0.9282
C -2.1122 -3.9759 1.2033
C -0.7286 -3.7930 1.1609
C -0.2054 -2.5259 0.9245
C -1.1090 0.7205 -0.5808
C -1.1250 2.1072 -0.5270
C -0.3925 3.1372 0.2783
N -1.8870 2.5942 -1.5563
C -2.1678 3.9893 -1.8006
C -2.4356 1.5579 -2.2753
C -3.4541 1.7684 -3.2128
C -4.0391 0.6405 -3.7881
C -3.5873 -0.6176 -3.3431
C -2.5193 -0.8084 -2.4213
C -1.9748 0.3135 -1.7422
C 2.4749 -0.3746 0.7500
C 2.8398 -0.2833 2.0725
H 4.6212 -0.0596 5.6251
H 3.5613 1.0253 4.6642
H 3.1053 -0.7093 4.9057
H 6.2170 -0.7844 1.6733
H 5.5353 -0.8759 -0.7882
H 3.0941 -0.6442 -2.3796
H 0.6185 -0.5617 -1.9445
H -0.2378 0.5408 1.4991
H -3.0855 -0.8033 0.3485
H -4.0629 -3.0141 0.9337
H -2.5149 -4.9338 1.4891
H -0.0133 -4.6133 1.3244
H 0.8684 -2.3759 0.8545
H 0.0717 2.7217 1.1749
H 0.3847 3.6249 -0.3389
H -1.0880 3.9369 0.5717
H -2.8994 4.0488 -2.6187
H -2.6221 4.4790 -0.9226
H -1.2571 4.5371 -2.1029
H -3.7557 2.7948 -3.4674
H -4.7850 0.7930 -4.5742
H -4.1559 -1.4683 -3.7506
H -2.1303 -1.8220 -2.2104
H 2.0933 -0.0663 2.8217
```

Here are the natural (NBO) charges for atoms 1 to 6, given in e:
1. C -0.261
2. O -0.483
3. C 0.356
4. C -0.216
5. C -0.202
6. C 0.060

Number 1 is which compound? C25H24FN5O3

What is the formula in the fourth record? C25H24N3O